1.
Below is a structure of composition C18H18BrN6O2Pd, with properties calculated with the ωB97M-V functional and the def2-TZVPD basis.

Positions of all 46 atoms, in Å:
Pd1 -0.4796 1.3124 1.9791
O1 0.4819 3.5292 -1.9437
C1 -0.6788 4.2450 -1.8473
C2 -0.7940 5.3824 -2.6319
C3 -1.9349 6.1628 -2.5481
C4 -2.9585 5.8217 -1.6759
C5 -2.8409 4.6810 -0.8981
C6 -1.7150 3.8713 -0.9861
C7 -1.5459 2.5866 -0.2160
O2 -0.3901 2.6518 0.5681
N1 -2.6975 2.3297 0.6610
N2 -2.3935 1.2918 1.5140
C8 -3.2756 0.5229 2.0261
C9 -2.9329 -0.4540 3.0407
Br1 -1.1348 -0.3189 3.7325
C10 -3.7398 -1.3757 3.5682
C11 -5.1070 -1.6625 3.1167
C12 -6.0920 -1.9112 4.0741
C13 -7.3944 -2.1669 3.6826
C14 -7.7209 -2.2050 2.3332
C15 -6.7404 -1.9954 1.3742
C16 -5.4377 -1.7254 1.7621
H1 0.5300 2.8996 -1.2110
H2 0.0173 5.6398 -3.3000
H3 -2.0201 7.0485 -3.1634
H4 -3.8418 6.4401 -1.6001
H5 -3.6317 4.4232 -0.2058
H6 -1.4594 1.7516 -0.9336
H7 -3.5566 2.1476 0.1487
H8 -4.3203 0.6203 1.7439
H9 -3.3721 -1.9568 4.4077
H10 -5.8358 -1.8910 5.1262
H11 -8.1550 -2.3461 4.4303
H12 -8.7371 -2.4171 2.0293
H13 -6.9867 -2.0592 0.3229
H14 -4.6644 -1.6150 1.0113
N3 2.2833 4.3064 0.5510
C17 3.4127 3.9444 1.1642
N4 4.5370 4.6216 0.9218
N5 3.5013 2.9278 2.0288
C18 2.4274 2.2341 2.1915
N6 1.4603 1.6127 2.3357
H15 2.2699 5.0279 -0.1494
H16 1.4043 3.8361 0.7354
H17 4.5705 5.4038 0.2944
H18 5.3811 4.3136 1.3719

Values from the calculation:
**Net charge**: +1
**Calculated total energy**: -105509.6144 eV
**HOMO level**: -10.99 eV
**Energy above the lowest of the compared OMol25 structures with the same formula, charge and spin**: 0.0 kcal per mole
**2S+1**: 1

Charges obtained by natural (NBO) population analysis, quoted in units of e: atom 1 (Pd): 0.87, atom 2 (O): -0.69, atom 3 (C): 0.39, atom 4 (C): -0.29, atom 5 (C): -0.17, atom 6 (C): -0.24, atom 7 (C): -0.17, atom 8 (C): -0.18, atom 9 (C): 0.22, atom 10 (O): -0.78, atom 11 (N): -0.42, atom 12 (N): -0.23, atom 13 (C): 0.03, atom 14 (C): -0.12, atom 15 (Br): 0.22, atom 16 (C): -0.12, atom 17 (C): -0.12, atom 18 (C): -0.18, atom 19 (C): -0.19, atom 20 (C): -0.18, atom 21 (C): -0.21, atom 22 (C): -0.16, atom 23 (H): 0.50, atom 24 (H): 0.23, atom 25 (H): 0.22, atom 26 (H): 0.22, atom 27 (H): 0.21, atom 28 (H): 0.15, atom 29 (H): 0.38, atom 30 (H): 0.23, atom 31 (H): 0.24, atom 32 (H): 0.22, atom 33 (H): 0.23, atom 34 (H): 0.23, atom 35 (H): 0.23, atom 36 (H): 0.21, atom 37 (N): -0.79, atom 38 (C): 0.66, atom 39 (N): -0.76, atom 40 (N): -0.63, atom 41 (C): 0.62, atom 42 (N): -0.59, atom 43 (H): 0.42, atom 44 (H): 0.44, atom 45 (H): 0.41, atom 46 (H): 0.43


2.
Below is a cluster of 2 separate species, C2H4NP in total, with properties calculated with the ωB97M-V functional and the def2-TZVPD basis.

Positions of all 8 atoms, in Å:
C1 -2.2818 0.7106 1.0283
C2 -1.5478 1.8988 1.0109
N1 -0.8908 0.7938 1.1582
P1 1.6731 -1.2675 -1.4851
H1 2.5764 -1.9887 -0.7204
H2 -1.3707 2.9425 0.8815
H3 1.0477 -0.7427 -0.3602
H4 0.7939 -2.3468 -1.5132

Values from the calculation:
**Calculated total energy**: -12912.6486 eV
**HOMO level**: -10.01 eV
**SMILES**: C1=CN=1.P
**Energy above the lowest of the compared OMol25 structures with the same formula, charge and spin**: 89.5 kcal per mole
**2S+1**: 1

Charges obtained by natural (NBO) population analysis, quoted in units of e: atom 1 (C): 0.08, atom 2 (C): -0.01, atom 3 (N): -0.30, atom 4 (P): 0.02, atom 5 (H): -0.01, atom 6 (H): 0.22, atom 7 (H): 0.00, atom 8 (H): -0.01


3.
Below is a structure of composition C28H48BN6OOsS5, with properties calculated with the ωB97M-V functional and the def2-TZVPD basis.

Positions of all 90 atoms, in Å:
Os1 -0.6031 -0.0077 -0.0728
C1 3.1418 -1.4349 3.6722
C2 3.0069 0.0709 3.4505
C3 4.1143 0.8433 4.1632
C4 1.6570 0.5313 3.9808
N1 3.1868 0.3054 1.9590
C5 4.3702 -0.0901 1.3592
C6 4.2794 0.2048 0.0504
N2 3.0438 0.7761 -0.1698
B1 2.6510 1.1656 -1.6262
N3 1.7132 2.4135 -1.6752
C7 2.2647 3.6551 -1.4601
C8 1.2649 4.5611 -1.4604
N4 0.0884 3.8720 -1.6780
C9 0.3868 2.5652 -1.7943
S1 -0.7793 1.2729 -2.0419
C10 -1.2788 4.5249 -1.7443
C11 -1.9069 4.2303 -3.1037
C12 -2.1249 4.0114 -0.5832
C13 -1.1065 6.0342 -1.6014
N5 2.0777 -0.0144 -2.4664
C14 2.1749 0.0690 -3.8376
C15 1.6642 -1.0617 -4.3570
N6 1.2554 -1.8574 -3.3027
C16 1.5106 -1.1913 -2.1574
S2 1.1061 -1.6802 -0.5263
C17 0.6872 -3.2338 -3.5998
C18 -0.6102 -3.0188 -4.3738
C19 0.4035 -4.0461 -2.3453
C20 1.7225 -3.9767 -4.4461
C21 2.3936 0.8273 1.0043
S3 0.7862 1.4812 1.2075
H1 2.9702 -1.6529 4.7259
H2 4.1328 -1.8088 3.4162
H3 2.4011 -1.9777 3.0818
H4 4.0193 0.6849 5.2371
H5 4.0280 1.9126 3.9664
H6 5.1102 0.5137 3.8690
H7 1.6575 0.3090 5.0484
H8 0.8228 -0.0007 3.5242
H9 1.5058 1.6029 3.8660
H10 5.1767 -0.5334 1.9127
H11 4.9926 0.0751 -0.7444
H12 3.6726 1.4889 -2.1678
H13 3.3258 3.7933 -1.3494
H14 1.3064 5.6265 -1.3479
H15 -2.1203 3.1729 -3.2451
H16 -1.2565 4.5723 -3.9103
H17 -2.8491 4.7730 -3.1764
H18 -2.3146 2.9416 -0.6535
H19 -3.0862 4.5251 -0.6027
H20 -1.6408 4.2301 0.3704
H21 -0.4985 6.4582 -2.4016
H22 -0.6862 6.3135 -0.6344
H23 -2.0955 6.4840 -1.6699
H24 2.6127 0.9220 -4.3259
H25 1.5703 -1.3688 -5.3816
H26 -1.3534 -2.5239 -3.7474
H27 -1.0073 -3.9868 -4.6794
H28 -0.4597 -2.4229 -5.2735
H29 -0.3902 -3.6124 -1.7393
H30 1.2915 -4.1888 -1.7297
H31 0.0723 -5.0283 -2.6816
H32 1.8595 -3.5294 -5.4299
H33 1.3823 -4.9999 -4.5983
H34 2.6877 -4.0097 -3.9393
C22 -3.8750 1.3507 3.0633
C23 -4.2011 0.0372 3.7651
C24 -3.0481 -0.9586 3.7395
S4 -2.6345 -1.4506 2.0579
O1 -1.2844 -0.6917 1.8066
C25 -2.1072 -3.1424 2.3258
C26 -3.2767 -4.1149 2.4107
C27 -4.1883 -4.1129 1.1882
H35 -4.7682 1.9638 2.9578
H36 -3.4722 1.1912 2.0570
H37 -3.1364 1.9231 3.6274
H38 -5.0894 -0.4223 3.3268
H39 -4.4386 0.2253 4.8135
H40 -3.2753 -1.8738 4.2876
H41 -2.1210 -0.5302 4.1294
H42 -1.4973 -3.1445 3.2318
H43 -1.4662 -3.3505 1.4653
H44 -3.8511 -3.9251 3.3208
H45 -2.8338 -5.1038 2.5389
H46 -4.7940 -3.2068 1.1199
H47 -4.8700 -4.9601 1.2300
H48 -3.6079 -4.1944 0.2659
S5 -3.3137 -0.9375 -1.9116
C28 -2.2309 -1.1286 -0.8299

Values from the calculation:
**Net charge**: +2
**Calculated total energy**: -98111.4625 eV
**HOMO level (alpha / beta)**: -11.96 / -13.97 eV
**Expectation value of S²**: 8.785
**2S+1**: 6

Charges obtained by Löwdin population analysis, quoted in units of e: atom 1 (Os): 0.93, atom 2 (C): -0.02, atom 3 (C): -0.53, atom 4 (C): -0.02, atom 5 (C): -0.08, atom 6 (N): 0.03, atom 7 (C): -0.01, atom 8 (C): -0.01, atom 9 (N): 0.03, atom 10 (B): -0.55, atom 11 (N): 0.03, atom 12 (C): -0.01, atom 13 (C): 0.00, atom 14 (N): 0.03, atom 15 (C): -0.62, atom 16 (S): 0.66, atom 17 (C): -0.53, atom 18 (C): -0.03, atom 19 (C): -0.03, atom 20 (C): -0.04, atom 21 (N): 0.02, atom 22 (C): -0.02, atom 23 (C): -0.01, atom 24 (N): 0.03, atom 25 (C): -0.61, atom 26 (S): 0.71, atom 27 (C): -0.53, atom 28 (C): -0.01, atom 29 (C): -0.08, atom 30 (C): -0.02, atom 31 (C): -0.62, atom 32 (S): 0.69, atom 33 (H): 0.10, atom 34 (H): 0.09, atom 35 (H): 0.09, atom 36 (H): 0.10, atom 37 (H): 0.10, atom 38 (H): 0.08, atom 39 (H): 0.10, atom 40 (H): 0.05, atom 41 (H): 0.07, atom 42 (H): 0.13, atom 43 (H): 0.14, atom 44 (H): 0.13, atom 45 (H): 0.14, atom 46 (H): 0.13, atom 47 (H): 0.04, atom 48 (H): 0.10, atom 49 (H): 0.10, atom 50 (H): 0.04, atom 51 (H): 0.10, atom 52 (H): 0.10, atom 53 (H): 0.10, atom 54 (H): 0.10, atom 55 (H): 0.10, atom 56 (H): 0.14, atom 57 (H): 0.13, atom 58 (H): 0.06, atom 59 (H): 0.11, atom 60 (H): 0.09, atom 61 (H): 0.05, atom 62 (H): 0.07, atom 63 (H): 0.10, atom 64 (H): 0.08, atom 65 (H): 0.10, atom 66 (H): 0.10, atom 67 (C): -0.10, atom 68 (C): -0.28, atom 69 (C): -0.31, atom 70 (S): 0.98, atom 71 (O): -0.76, atom 72 (C): -0.33, atom 73 (C): -0.28, atom 74 (C): -0.10, atom 75 (H): 0.08, atom 76 (H): 0.05, atom 77 (H): 0.09, atom 78 (H): 0.11, atom 79 (H): 0.12, atom 80 (H): 0.10, atom 81 (H): 0.11, atom 82 (H): 0.11, atom 83 (H): 0.09, atom 84 (H): 0.11, atom 85 (H): 0.12, atom 86 (H): 0.07, atom 87 (H): 0.08, atom 88 (H): 0.08, atom 89 (S): 0.71, atom 90 (C): -0.94


Question: The highest 2S+1 belongs to which entry?
Answer: C28H48BN6OOsS5